w | A gas-phase ion, C5H8O (charge +1). Source: the Open Molecules 2025 dataset; level of theory: the ωB97M-V functional and the def2-TZVPD basis.

Each line ends with the Mulliken charge.
Atoms and positions in Å:
C (0.389, 0.060, 2.184)  -0.994
C (-0.226, 0.249, 0.855)  -0.064
C (0.014, -0.518, -0.236)  0.501
O (0.870, -1.675, -0.305)  -0.487
C (-0.097, -0.046, -1.599)  0.206
C (-0.501, 1.165, -2.147)  -0.884
H (1.308, 0.631, 2.344)  0.309
H (-0.165, 0.308, 3.125)  0.364
H (0.531, -1.041, 2.400)  0.269
H (-0.854, 1.140, 0.713)  0.343
H (0.426, -2.512, 0.076)  0.375
H (-0.253, -0.888, -2.314)  0.376
H (0.132, 1.720, -2.860)  0.325
H (-1.575, 1.407, -2.235)  0.362

## Properties
HOMO energy (spin up / spin down) in eV: -14.1 / -15.2
Charge: +1
Spin multiplicity: 2
E_LUMO (spin up / spin down) in eV: -7.1 / -7.1

---

x | A gas-phase ion, C5H8O (charge +1). Source: the Open Molecules 2025 dataset; level of theory: the ωB97M-V functional and the def2-TZVPD basis.

Each line ends with the Mulliken charge.
Atoms and positions in Å:
C (1.924, 0.710, 0.920)  -1.039
C (0.507, 0.602, 0.503)  -0.134
C (0.097, -0.384, -0.402)  1.214
O (0.984, -1.015, -1.130)  -0.434
C (-1.276, -0.721, -0.626)  -0.307
C (-2.351, -0.073, -0.146)  -0.766
H (2.133, 0.826, 1.975)  0.363
H (2.337, 1.595, 0.442)  0.336
H (2.400, -0.149, 0.450)  0.331
H (-0.252, 1.039, 1.131)  0.266
H (0.557, -1.343, -1.935)  0.364
H (-1.452, -1.616, -1.219)  0.318
H (-2.273, 0.703, 0.608)  0.207
H (-3.336, -0.173, -0.571)  0.284

## Properties
HOMO energy (spin up / spin down) in eV: -14.5 / -15.8
Charge: +1
Spin multiplicity: 2
E_LUMO (spin up / spin down) in eV: -5.2 / -7.5

---

Quick look at relative energies in kcal/mol: w 59.1; x 0.0.

---

w | 2 unconnected molecules or ions with the total composition C17H19NO. Source: the Open Molecules 2025 dataset; level of theory: the ωB97M-V functional and the def2-TZVPD basis.

Each line ends with the Mulliken charge.
Atoms and positions in Å:
C (-1.447, 1.755, -2.303)  -1.319
C (-0.879, 1.782, -0.912)  0.219
C (-1.573, 1.303, 0.187)  -0.567
N (-0.950, 1.641, 1.368)  -0.102
C (0.345, 2.082, 1.040)  -0.246
C (1.385, 2.475, 1.873)  -0.830
C (2.532, 2.937, 1.254)  -0.503
C (2.561, 3.182, -0.117)  -0.583
C (1.566, 2.671, -0.929)  -0.752
C (0.399, 2.125, -0.380)  1.523
H (-1.723, 0.718, -2.578)  0.243
H (-0.772, 2.284, -2.965)  0.355
H (-2.432, 2.277, -2.139)  0.362
H (-2.512, 0.780, 0.260)  0.437
H (-1.180, 1.096, 2.182)  0.375
H (1.306, 2.320, 2.935)  0.400
H (3.397, 3.239, 1.789)  0.426
H (3.508, 3.596, -0.480)  0.336
H (1.613, 3.010, -1.978)  0.261
C (1.367, -2.972, -2.150)  -1.123
C (0.253, -1.961, -1.779)  -0.745
C (-0.128, -2.075, -0.309)  0.103
C (-1.243, -2.813, 0.046)  -0.216
C (-1.918, -2.622, 1.234)  -0.967
C (-1.284, -1.859, 2.206)  0.779
O (-1.938, -1.503, 3.370)  -0.542
C (-0.142, -1.138, 1.897)  -0.867
C (0.507, -1.304, 0.670)  0.099
H (2.343, -2.759, -1.644)  0.279
H (1.378, -2.856, -3.217)  0.388
H (1.088, -3.937, -1.674)  0.319
H (0.605, -0.945, -1.981)  0.195
H (-0.681, -2.095, -2.332)  0.445
H (-1.595, -3.600, -0.627)  0.383
H (-2.790, -3.197, 1.544)  0.349
H (-2.792, -1.942, 3.315)  0.290
H (0.341, -0.822, 2.839)  0.399
H (1.483, -0.873, 0.483)  0.396

## Properties
Structure (SMILES): Cc1c[nH]c2ccccc12.CCc1ccc(O)cc1
HOMO energy in eV: -7.5
Charge: 0
E_LUMO in eV: 0.7

---

x | 2 unconnected molecules or ions with the total composition C17H19NO. Source: the Open Molecules 2025 dataset; level of theory: the ωB97M-V functional and the def2-TZVPD basis.

Each line ends with the Mulliken charge.
Atoms and positions in Å:
C (1.865, -0.223, 2.091)  -0.838
C (1.764, 1.247, 2.298)  0.590
C (2.458, 2.070, 3.126)  -0.753
N (2.045, 3.378, 2.932)  -0.061
C (1.049, 3.390, 1.995)  -0.648
C (0.285, 4.452, 1.532)  -0.690
C (-0.615, 4.199, 0.502)  -0.556
C (-0.801, 2.895, 0.038)  -0.499
C (-0.035, 1.830, 0.482)  0.009
C (0.846, 2.070, 1.543)  0.992
H (1.072, -0.726, 2.658)  0.301
H (2.782, -0.691, 2.448)  0.388
H (1.693, -0.530, 1.063)  -0.094
H (3.274, 1.709, 3.744)  0.382
H (2.286, 4.092, 3.596)  0.212
H (0.230, 5.447, 1.959)  0.336
H (-1.029, 5.061, -0.017)  0.344
H (-1.532, 2.646, -0.713)  0.415
H (-0.307, 0.846, 0.151)  0.164
C (2.273, -2.233, -2.565)  -1.447
C (1.078, -1.397, -2.075)  0.311
C (-0.263, -2.096, -1.954)  0.138
C (-1.309, -1.371, -1.386)  -0.460
C (-2.537, -1.959, -1.135)  -0.626
C (-2.687, -3.310, -1.409)  0.950
O (-3.868, -3.970, -1.157)  -0.548
C (-1.678, -4.042, -2.005)  -0.738
C (-0.442, -3.452, -2.210)  -0.376
H (1.949, -2.882, -3.367)  0.394
H (2.808, -2.754, -1.777)  0.319
H (3.015, -1.540, -2.952)  0.401
H (1.372, -0.957, -1.129)  -0.212
H (0.965, -0.576, -2.785)  0.328
H (-1.148, -0.326, -1.177)  0.355
H (-3.377, -1.389, -0.762)  0.294
H (-4.487, -3.365, -0.735)  0.281
H (-1.838, -5.076, -2.250)  0.410
H (0.353, -3.952, -2.733)  0.231

## Properties
Structure (SMILES): Cc1c[nH]c2ccccc12.CCc1ccc(O)cc1
HOMO energy in eV: -7.9
Charge: 0
E_LUMO in eV: 0.8

---

y | 2 unconnected molecules or ions with the total composition C17H19NO. Source: the Open Molecules 2025 dataset; level of theory: the ωB97M-V functional and the def2-TZVPD basis.

Each line ends with the Mulliken charge.
Atoms and positions in Å:
C (-0.546, -4.329, 0.271)  -1.115
C (0.778, -3.867, -0.394)  -0.556
C (1.169, -2.443, -0.192)  0.843
C (1.172, -1.807, 1.021)  -0.994
N (1.646, -0.531, 0.871)  -0.256
C (1.510, -0.220, -0.507)  0.064
C (1.531, 0.965, -1.172)  -0.630
C (1.357, 0.949, -2.565)  -0.604
C (1.529, -0.242, -3.265)  -0.378
C (1.739, -1.446, -2.572)  -0.731
C (1.507, -1.485, -1.200)  0.316
H (-1.329, -3.980, -0.393)  0.334
H (-0.662, -3.780, 1.207)  0.285
H (-0.497, -5.360, 0.606)  0.340
H (1.614, -4.492, -0.041)  0.386
H (0.680, -4.153, -1.446)  0.267
H (0.831, -2.221, 1.962)  0.554
H (1.403, 0.284, 1.417)  0.336
H (1.780, 1.877, -0.635)  0.379
H (0.940, 1.812, -3.085)  0.397
H (1.507, -0.262, -4.341)  0.396
H (1.850, -2.339, -3.175)  0.396
C (-2.679, 2.253, -1.410)  -1.506
C (-2.303, 2.015, 0.013)  0.859
C (-2.076, 3.126, 0.863)  -0.712
C (-1.574, 2.929, 2.103)  -0.638
C (-0.869, 1.734, 2.355)  0.326
O (-0.098, 1.580, 3.458)  -0.512
C (-1.025, 0.657, 1.500)  -0.580
C (-1.787, 0.761, 0.347)  -0.532
H (-2.233, 3.142, -1.909)  0.344
H (-3.716, 2.453, -1.705)  0.347
H (-2.236, 1.541, -2.116)  0.334
H (-2.528, 4.066, 0.559)  0.386
H (-1.233, 3.712, 2.796)  0.250
H (-0.210, 2.176, 4.180)  0.340
H (-0.690, -0.308, 1.871)  0.816
H (-1.934, -0.029, -0.381)  0.449

## Properties
Structure (SMILES): CCc1c[nH]c2ccccc12.Cc1ccc(O)cc1
HOMO energy in eV: -7.6
Charge: 0
E_LUMO in eV: 0.7

---

Quick look at relative energies in kcal/mol: w 20.7; x 0.0; y 33.1.

---

w | 20 unconnected molecules or ions with the total composition H41O20. Source: the Open Molecules 2025 dataset; level of theory: the ωB97M-V functional and the def2-TZVPD basis.

Each line ends with the Mulliken charge.
Atoms and positions in Å:
O (-0.636, 4.284, -2.688)  -0.709
H (0.032, 4.609, -2.079)  0.296
O (-2.507, 1.538, 0.022)  -0.946
H (-2.060, 0.708, -0.148)  0.259
H (-3.456, 1.414, 0.552)  0.319
O (-1.910, -2.833, 4.068)  -0.665
H (-1.242, -2.958, 3.352)  0.276
H (-1.652, -3.349, 4.832)  0.302
O (-3.527, -2.088, 1.083)  -0.733
H (-2.974, -2.207, 1.860)  0.301
H (-3.969, -2.964, 0.986)  0.377
O (0.729, -0.558, 3.807)  -0.507
H (0.629, 1.579, -4.403)  0.321
H (1.334, -0.269, 4.486)  0.214
O (0.727, 2.479, -4.700)  -0.659
H (-0.958, -1.556, -4.000)  0.327
H (1.594, 2.745, -4.993)  0.298
O (-1.293, -0.618, -3.796)  -0.455
H (-1.645, -0.265, -4.626)  0.226
H (-2.452, 2.310, -1.145)  0.409
O (1.629, -2.525, 0.774)  -0.453
H (2.478, -2.009, 0.704)  0.161
H (0.925, -2.033, 0.336)  0.290
O (-0.557, -2.019, -0.997)  -0.669
H (-0.689, -2.871, -1.414)  0.258
H (-0.042, -0.974, 4.218)  0.293
O (-3.364, -4.605, 1.270)  -0.680
H (-3.436, -4.708, 2.225)  0.341
H (-2.405, -4.460, 1.144)  0.311
O (0.732, -4.236, 2.824)  -0.639
H (0.887, -3.896, 1.896)  0.343
H (1.044, -5.154, 2.801)  0.290
O (3.342, 1.380, 3.000)  -0.599
H (3.585, 0.828, 3.742)  0.287
H (3.091, 2.261, 3.275)  0.298
O (2.195, 4.505, -0.456)  -0.602
H (2.737, 3.852, 0.056)  0.416
H (2.926, 4.967, -0.872)  0.279
O (3.219, -0.099, 0.494)  -0.671
H (3.343, -0.616, 1.296)  0.273
H (2.426, 0.419, 0.663)  0.317
O (-1.272, -0.184, 1.717)  -0.704
H (-1.714, -0.778, 1.109)  0.330
H (-0.432, -0.571, 2.017)  0.170
O (4.453, -0.341, -2.340)  -0.627
H (4.067, 0.253, -1.693)  0.289
H (4.115, -0.112, -3.206)  0.297
O (1.358, -0.492, -3.446)  -0.936
H (0.545, -0.847, -3.906)  0.317
H (1.592, -1.292, -2.945)  0.424
O (-2.762, 2.984, -1.936)  -0.041
H (-1.815, 3.280, -2.243)  0.544
H (-3.235, 3.760, -1.535)  0.344
O (3.833, 2.573, -0.103)  -0.788
H (4.507, 2.111, -0.602)  0.318
H (3.857, 2.210, 0.841)  0.338
O (-4.576, 1.108, 1.387)  -0.666
H (-5.438, 0.762, 1.096)  0.367
H (-4.046, 0.307, 1.609)  0.354
H (-0.464, 4.672, -3.564)  0.330
H (-0.618, -1.270, -1.606)  0.247

## Properties
HOMO energy (spin up / spin down) in eV: -2.4 / -10.4
Charge: 0
Spin multiplicity: 2
E_LUMO (spin up / spin down) in eV: -0.1 / -0.1

---

x | A molecular structure, H41O20. Source: the Open Molecules 2025 dataset; level of theory: the ωB97M-V functional and the def2-TZVPD basis.

Each line ends with the Mulliken charge.
Atoms and positions in Å:
O (1.391, -2.598, -2.363)  -0.676
H (-1.834, -0.845, 5.917)  0.345
O (-1.145, 0.954, 3.331)  -0.253
H (-1.050, 0.601, 2.427)  0.381
H (-0.146, 1.663, 3.648)  0.344
O (-3.260, -1.474, -3.898)  -0.712
H (-3.940, -2.018, -3.502)  0.337
H (-2.791, -0.948, -3.264)  0.281
O (-1.116, 0.299, -1.438)  -0.725
H (-1.077, 0.592, -2.352)  0.217
H (-4.199, 0.575, 2.608)  0.302
O (3.830, 2.710, 1.192)  -0.318
H (1.247, 1.715, 0.185)  0.284
H (-1.802, -0.296, -1.130)  0.271
O (1.026, 2.518, 0.731)  -0.563
H (-0.534, -2.439, 2.085)  0.218
H (1.755, 3.156, 0.635)  0.256
O (-0.306, -2.440, -4.399)  -0.590
H (-0.916, -1.255, 4.843)  0.337
H (0.220, -2.079, 3.430)  0.310
O (2.171, 1.012, -1.163)  -0.332
H (1.619, 1.209, -1.945)  0.125
H (2.947, 1.560, -1.351)  0.109
O (-5.234, 2.236, 1.086)  -0.659
H (-4.755, 3.062, 1.058)  0.321
H (4.356, 3.060, 0.468)  0.306
O (3.767, -1.515, -1.788)  -0.442
H (3.015, -1.400, -1.207)  0.168
H (3.498, -2.129, -2.470)  0.276
O (-0.157, -0.045, 1.038)  -1.027
H (0.486, -0.460, 0.444)  0.173
H (-1.239, -2.472, -4.174)  0.298
O (0.422, 1.377, -3.968)  -0.499
H (0.372, 1.922, -4.755)  0.232
H (1.343, 1.015, -4.102)  0.348
O (-1.411, 3.860, 1.343)  -0.679
H (-0.884, 3.324, 1.930)  0.359
H (-2.039, 4.315, 1.905)  0.295
O (2.061, -3.610, 0.457)  -0.524
H (-1.771, 0.657, 3.970)  0.320
H (2.577, -3.923, 1.210)  0.260
O (-0.905, -0.748, 5.672)  -0.640
H (-0.501, 0.541, 0.337)  0.431
H (1.023, -3.222, -1.740)  0.238
O (-4.539, -0.155, 3.128)  -0.651
H (3.438, 1.205, -4.244)  0.383
H (-4.457, -1.028, 2.753)  0.322
O (2.845, 0.445, -4.310)  -0.775
H (3.212, -0.260, -3.758)  0.281
H (2.776, -3.677, -0.193)  0.283
O (-0.528, -1.886, 2.875)  -0.541
H (1.166, -2.685, -3.309)  0.308
H (-0.150, -1.636, -4.893)  0.296
O (0.658, 2.423, 3.083)  -0.773
H (0.933, 2.268, 1.917)  0.608
H (1.370, 2.142, 3.673)  0.324
O (-0.994, -3.075, 0.142)  -0.602
H (-0.747, -4.002, 0.113)  0.326
H (-0.393, -2.533, -0.377)  0.206
H (4.274, 2.841, 2.030)  0.183
H (-4.981, 1.594, 0.430)  0.317

## Properties
HOMO energy (spin up / spin down) in eV: -2.5 / -10.9
Charge: 0
Spin multiplicity: 2
E_LUMO (spin up / spin down) in eV: -0.1 / -0.3

---

Quick look at relative energies in kcal/mol: w 2.8; x 0.0.